1.
DFT (wB97M-V/def2-TZVPD) results for an isolated ion of composition C4H9N2 and charge +1 at a distorted geometry.

Each line ends with the natural charge from an NBO analysis.
Atoms and positions in Å:
C 1.009 -1.080 0.565  -0.25
C 0.793 0.716 -0.856  -0.25
C 0.415 0.107 1.226  -0.12
C -0.376 0.778 0.075  -0.08
N 1.636 0.135 0.159  -0.29
N -1.504 -0.139 -0.315  -0.69
H 1.641 -1.734 1.135  0.26
H 0.335 -1.504 -0.182  0.15
H 0.559 0.065 -1.740  0.18
H 1.228 1.615 -1.225  0.25
H 0.411 0.385 2.176  0.23
H -0.794 1.781 0.143  0.25
H -1.427 -0.582 -1.241  0.45
H -2.399 0.404 -0.202  0.46
H -1.527 -0.945 0.281  0.44

Summary:
HOMO-LUMO gap (eV): 10.2
ΔE to the lowest compared entry with this formula, charge and spin (eV): 3.798
E_LUMO (eV): -3.88
Charge: +1

2.
DFT (wB97M-V/def2-TZVPD) results for a 16-piece molecular cluster, C32H64Cl32 overall at a distorted geometry.

Each line ends with the Löwdin charge.
Atoms and positions in Å:
Cl -0.817 -3.835 -4.677  0.55
C -1.034 -4.195 -2.919  -0.66
C -1.513 -2.996 -2.156  -0.60
Cl -3.074 -2.558 -2.981  0.56
H -0.054 -4.431 -2.521  0.04
H -1.734 -5.048 -2.819  0.03
H -0.912 -2.110 -2.292  0.04
H -1.805 -3.201 -1.139  0.05
Cl -0.452 4.226 -3.839  0.55
C 1.212 4.944 -3.715  -0.64
C 1.197 6.104 -2.707  -0.58
Cl 2.928 6.503 -2.183  0.48
H 1.501 5.265 -4.709  0.06
H 1.835 4.179 -3.326  0.01
H 0.662 5.773 -1.878  -0.01
H 0.672 7.007 -3.070  0.09
Cl -2.850 4.610 -0.077  0.52
C -1.839 4.825 1.422  -0.57
C -0.340 4.724 1.044  -0.62
Cl 0.228 3.353 0.026  0.54
H -2.148 4.029 2.076  0.03
H -2.099 5.705 1.920  0.06
H 0.215 4.613 1.983  0.03
H -0.073 5.702 0.592  0.08
Cl -6.258 -3.749 2.737  0.61
C -5.474 -3.959 1.213  -0.71
C -4.999 -2.629 0.674  -0.59
Cl -3.722 -1.671 1.596  0.57
H -6.230 -4.338 0.508  0.08
H -4.682 -4.752 1.283  0.04
H -5.786 -1.873 0.591  0.06
H -4.638 -2.776 -0.342  0.04
Cl 1.894 -1.803 5.593  0.56
C 2.155 -0.899 7.074  -0.70
C 0.879 -0.684 7.810  -0.59
Cl 0.082 0.725 7.002  0.61
H 2.580 0.083 6.843  0.07
H 2.849 -1.474 7.640  0.06
H 1.040 -0.417 8.854  0.08
H 0.192 -1.510 7.753  0.06
Cl -2.373 0.043 -5.967  0.62
C -1.978 1.716 -5.673  -0.70
C -2.644 2.536 -6.721  -0.63
Cl -1.890 2.544 -8.369  0.52
H -0.897 1.744 -5.629  -0.01
H -2.322 1.928 -4.659  0.03
H -2.721 3.579 -6.524  0.05
H -3.624 2.167 -6.914  0.04
Cl 1.719 1.921 -6.023  0.56
C 1.169 0.201 -6.125  -0.57
C 0.744 -0.293 -4.759  -0.76
Cl 1.853 -0.144 -3.484  0.65
H 1.994 -0.325 -6.587  0.08
H 0.344 0.340 -6.772  0.02
H 0.440 -1.324 -4.949  0.04
H -0.108 0.272 -4.405  0.01
Cl 3.919 -1.285 2.653  0.56
C 5.337 -2.212 2.107  -0.62
C 5.842 -1.716 0.754  -0.63
Cl 6.415 0.000 0.619  0.53
H 5.070 -3.296 1.970  0.09
H 6.074 -2.134 2.885  0.06
H 5.017 -1.716 0.056  0.04
H 6.538 -2.341 0.229  0.06
Cl 1.378 2.336 3.498  0.64
C 0.085 2.920 4.504  -0.72
C -1.193 2.148 4.217  -0.66
Cl -2.599 2.793 5.180  0.58
H 0.022 4.053 4.371  0.09
H 0.346 2.772 5.568  0.01
H -1.023 1.147 4.528  -0.03
H -1.449 2.228 3.138  0.05
Cl 4.504 4.443 -4.416  0.53
C 5.381 3.131 -3.476  -0.56
C 4.494 1.951 -3.158  -0.59
Cl 3.790 2.009 -1.436  0.49
H 5.875 3.584 -2.606  0.08
H 6.099 2.726 -4.141  0.05
H 4.958 0.959 -3.129  0.07
H 3.684 1.820 -3.828  -0.03
Cl -2.914 -7.262 2.350  0.56
C -1.822 -6.443 1.187  -0.69
C -2.070 -6.736 -0.232  -0.60
Cl -3.495 -5.854 -0.983  0.58
H -0.861 -6.815 1.346  0.01
H -1.787 -5.378 1.423  0.08
H -2.284 -7.789 -0.475  0.08
H -1.133 -6.497 -0.730  0.03
Cl 5.542 3.013 3.492  0.55
C 4.755 3.067 1.905  -0.74
C 3.892 4.303 1.725  -0.71
Cl 4.854 5.643 1.116  0.56
H 4.144 2.114 1.759  0.06
H 5.443 2.937 1.043  0.04
H 3.496 4.545 2.672  0.03
H 3.155 4.090 0.947  0.04
Cl -0.621 -1.109 2.996  0.55
C -0.444 -0.231 1.453  -0.65
C 0.910 -0.437 0.697  -0.58
Cl 1.082 -2.159 0.123  0.55
H -0.576 0.802 1.645  0.00
H -1.251 -0.612 0.804  0.01
H 1.705 -0.061 1.306  0.01
H 0.975 0.187 -0.279  0.07
Cl -5.344 1.842 -2.504  0.58
C -4.651 0.290 -2.039  -0.73
C -3.515 0.379 -1.140  -0.63
Cl -1.961 0.974 -1.962  0.52
H -4.419 -0.265 -2.950  0.02
H -5.465 -0.197 -1.508  0.07
H -3.146 -0.529 -0.679  -0.02
H -3.704 1.126 -0.296  0.09
Cl 4.661 -4.556 -2.451  0.55
C 3.033 -5.126 -1.986  -0.61
C 2.885 -5.027 -0.409  -0.65
Cl 1.283 -5.580 0.119  0.61
H 2.960 -6.166 -2.315  0.07
H 2.393 -4.446 -2.462  0.02
H 3.049 -3.997 -0.115  0.00
H 3.622 -5.667 0.098  0.07
Cl -3.584 -1.080 6.291  0.45
C -4.921 -0.913 4.994  -0.56
C -5.239 0.549 4.679  -0.57
Cl -6.066 1.551 6.052  0.44
H -5.738 -1.466 5.404  0.05
H -4.450 -1.308 4.131  -0.02
H -5.922 0.498 3.903  0.04
H -4.318 1.106 4.449  0.00

Summary:
HOMO-LUMO gap (eV): 10.5
ΔE to the lowest compared entry with this formula, charge and spin (eV): 2.005
E_LUMO (eV): 0.12

3.
DFT (wB97M-V/def2-TZVPD) results for C13H19ClFeOSi as an isolated structure at a distorted geometry.

Each line ends with the Mulliken spin population.
Atoms and positions in Å:
C -2.897 -1.051 -0.083  0.01
C -1.940 -1.274 -1.157  0.02
C -1.328 -0.031 -1.512  0.04
H -1.657 -2.234 -1.589  0.00
C -1.792 0.967 -0.618  0.06
C -2.773 0.378 0.266  0.00
H -3.340 0.875 1.065  0.00
H -3.650 -1.736 0.317  0.00
H -0.828 0.183 -2.468  -0.01
H -1.684 2.055 -0.790  0.00
Fe -1.196 -1.157 1.306  3.67
Cl -0.442 -3.177 1.193  0.11
C 2.835 0.278 0.054  0.30
C 2.399 1.515 -0.513  0.27
C 1.907 1.241 -1.823  0.01
H 2.414 2.483 -0.018  0.00
C 2.148 -0.131 -2.109  0.39
C 2.673 -0.747 -0.925  -0.04
H 2.877 -1.800 -0.776  0.00
H 3.191 0.125 1.077  0.02
H 1.437 1.962 -2.488  0.00
H 1.943 -0.652 -3.040  0.02
C 1.545 -0.715 4.228  0.00
Si -0.042 0.180 3.738  0.00
C -1.579 -0.821 4.280  0.00
C -0.018 1.942 4.623  0.00
O -0.195 0.266 2.116  0.09
H 1.640 -0.816 5.322  0.00
H 2.459 -0.228 3.865  0.00
H 1.535 -1.718 3.795  0.00
H -1.476 -0.780 5.371  0.00
H -2.502 -0.321 3.953  0.01
H -1.621 -1.859 3.929  0.00
H 0.851 2.540 4.303  0.00
H -0.905 2.507 4.290  0.00
H -0.018 2.010 5.720  0.00

Summary:
HOMO-LUMO gap (spin up / spin down) (eV): 7.2 / 5.4
ΔE to the lowest compared entry with this formula, charge and spin (eV): 0.000
Multiplicity: 6
E_LUMO (spin up / spin down) (eV): 3.27 / 1.19
Charge: -1

4.
DFT (wB97M-V/def2-TZVPD) results for a 6-piece molecular cluster, CH15NO6 overall at a distorted geometry.

Each line ends with the natural charge from an NBO analysis.
Atoms and positions in Å:
N 1.405 -1.399 -1.445  -0.87
C 1.909 -1.023 -0.123  0.10
O 1.572 0.248 0.266  -0.72
H 1.078 -2.352 -1.484  0.37
H 0.631 -0.791 -1.675  0.36
H 1.741 -1.816 0.681  0.13
H 2.995 -0.980 -0.046  0.16
H 0.630 0.373 0.435  0.48
H 1.451 1.760 3.567  0.47
H 2.070 0.660 2.822  0.47
O 2.116 1.064 3.708  -0.94
H -2.762 -3.041 0.055  0.47
H -4.219 -2.854 0.695  0.48
O -3.432 -3.410 0.658  -0.95
H 0.497 0.325 -3.839  0.49
H 0.235 1.834 -4.313  0.48
O -0.109 1.066 -3.868  -0.97
H -0.777 2.305 1.048  0.48
H -1.593 1.076 1.453  0.48
O -1.081 1.797 1.809  -0.95
H -0.877 1.591 -1.363  0.49
H -2.330 1.586 -1.281  0.48
O -1.574 1.285 -0.765  -0.97

Summary:
HOMO-LUMO gap (eV): 9.7
ΔE to the lowest compared entry with this formula, charge and spin (eV): 1.903
E_LUMO (eV): 0.00

Question: Number 2 is which compound?
Answer: C32H64Cl32

Question: Among the records above, which one has the lowest ΔE to the lowest compared entry with this formula, charge and spin?
Answer: C13H19ClFeOSi